# 1
The following is a DFT calculation (ωB97M-V/def2-TZVPD) of a structure of composition C30H32FeN3O4Se2.

## Properties
* orbital gap (spin up / spin down): 7.25 / 7.29 eV
* net charge: -1
* HOMO (spin up / spin down): -0.1710 / -0.1726 Ha
* F_max: 0.0109 hartree/bohr
* calculated total energy: -7694.2389 Ha

Atoms and positions in Å:
Se 1.01 -0.45 0.56
Se -2.63 1.86 0.58
Fe -1.37 -0.14 1.22
O -2.01 0.85 -0.60
O -3.35 0.74 1.57
O -3.52 3.09 0.06
O -1.24 2.22 1.39
N -2.04 -2.09 1.08
N 0.55 1.06 -1.84
N 1.12 2.32 -0.16
C 1.42 2.78 1.19
C 0.92 1.04 -0.55
C 0.03 2.91 -3.48
C 2.28 -2.39 -2.62
C 0.09 -0.09 -2.61
C 0.36 5.10 -2.49
C 2.40 -1.00 -3.24
C 3.94 2.32 1.07
C -0.55 0.12 4.10
C -0.01 4.29 -3.57
C -2.49 -2.75 -0.03
C -2.71 -4.80 1.23
C -0.44 -0.38 5.39
C -3.24 -4.77 -1.19
C -1.95 -2.75 2.23
C 0.82 3.17 -1.21
C -0.85 -1.68 5.68
C -1.05 -0.66 3.05
C -2.30 -4.13 2.32
C 0.45 2.37 -2.28
C -2.82 -4.13 -0.01
C -1.44 -1.98 3.37
C -1.35 -2.48 4.67
C -2.65 -2.03 -1.24
C -3.06 -2.68 -2.37
C 1.06 -0.45 -3.73
C -3.35 -4.06 -2.36
C 2.83 3.35 1.29
C 0.77 4.56 -1.29
C 4.07 1.33 2.22
H -0.06 0.25 6.19
H 0.57 -1.19 -4.37
H -0.25 1.14 3.90
H 3.26 -2.80 -2.38
H 1.28 1.92 1.85
H 4.91 0.65 2.06
H -0.90 0.16 -3.00
H -0.03 -0.91 -1.91
H 1.78 -3.08 -3.31
H -0.34 4.76 -4.49
H 1.01 5.18 -0.44
H -2.46 -0.96 -1.22
H 2.94 4.17 0.56
H 4.89 2.85 0.94
H 1.23 0.43 -4.36
H -3.18 -2.12 -3.29
H 2.83 -0.31 -2.52
H -0.77 -2.07 6.69
H 4.23 1.85 3.17
H -2.21 -4.63 3.28
H -2.96 -5.86 1.28
H 3.17 0.72 2.32
H 2.94 3.80 2.28
H -3.48 -5.82 -1.16
H -3.67 -4.56 -3.27
H 1.70 -2.36 -1.70
H 0.66 3.51 1.46
H -1.67 -3.49 4.91
H 0.29 6.18 -2.59
H 3.76 1.79 0.13
H 3.09 -1.04 -4.09
H -0.29 2.28 -4.31

Want to see where the charge sits? The Mulliken charges in e are: atom 1 (Se): -0.467, atom 2 (Se): 0.850, atom 3 (Fe): 1.277, atom 4 (O): -0.789, atom 5 (O): -0.750, atom 6 (O): -0.799, atom 7 (O): -0.564, atom 8 (N): -0.100, atom 9 (N): 1.451, atom 10 (N): 1.544, atom 11 (C): -0.946, atom 12 (C): -0.617, atom 13 (C): -0.972, atom 14 (C): -1.102, atom 15 (C): -0.989, atom 16 (C): -0.828, atom 17 (C): -0.097, atom 18 (C): -0.067, atom 19 (C): -0.149, atom 20 (C): -0.874, atom 21 (C): -0.366, atom 22 (C): -0.956, atom 23 (C): -0.849, atom 24 (C): -0.879, atom 25 (C): 1.308, atom 26 (C): 0.304, atom 27 (C): -0.692, atom 28 (C): 0.418, atom 29 (C): -0.937, atom 30 (C): 0.833, atom 31 (C): 1.313, atom 32 (C): 0.169, atom 33 (C): -0.719, atom 34 (C): -0.567, atom 35 (C): -0.608, atom 36 (C): -0.991, atom 37 (C): -0.617, atom 38 (C): -0.845, atom 39 (C): -0.971, atom 40 (C): -1.128, atom 41 (H): 0.397, atom 42 (H): 0.518, atom 43 (H): 0.397, atom 44 (H): 0.360, atom 45 (H): -0.169, atom 46 (H): 0.350, atom 47 (H): 0.512, atom 48 (H): -0.067, atom 49 (H): 0.332, atom 50 (H): 0.385, atom 51 (H): 0.442, atom 52 (H): 0.672, atom 53 (H): 0.352, atom 54 (H): 0.383, atom 55 (H): 0.334, atom 56 (H): 0.449, atom 57 (H): 0.058, atom 58 (H): 0.363, atom 59 (H): 0.336, atom 60 (H): 0.314, atom 61 (H): 0.387, atom 62 (H): 0.171, atom 63 (H): 0.517, atom 64 (H): 0.370, atom 65 (H): 0.370, atom 66 (H): 0.157, atom 67 (H): 0.543, atom 68 (H): 0.297, atom 69 (H): 0.385, atom 70 (H): 0.018, atom 71 (H): 0.400, atom 72 (H): 0.436

# 2
The following is a DFT calculation (ωB97M-V/def2-TZVPD) of a structure of composition C44H19F25GeN5O6SZr.

## Properties
* energy relative to the best compared isomer or geometry (same formula, charge and spin): 0.0 kJ/mol
* orbital gap: 7.11 eV
* net charge: -1
* HOMO: -0.1928 Ha
* F_max: 0.0374 hartree/bohr
* calculated total energy: -7432.4266 Ha

Atoms and positions in Å:
Zr -0.27 0.22 0.26
Ge -0.06 3.71 -2.78
S -0.14 1.66 -2.24
F -0.72 2.85 -8.84
F 5.14 6.95 -2.93
F -2.46 0.14 2.32
F -2.27 5.03 -5.02
F 2.96 2.93 -1.99
F 1.86 5.63 1.66
F 3.98 0.67 1.97
F 0.55 6.58 -3.77
F 5.19 4.41 -2.00
F -1.94 7.99 -0.13
F 5.00 2.62 3.41
F 2.82 8.02 -3.85
F 1.69 2.43 -4.86
F -2.38 2.05 6.62
F -3.09 3.46 -2.88
F -4.51 7.28 -0.60
F -5.08 5.02 -1.98
F 1.42 1.89 -7.46
F 0.27 1.47 6.77
F -2.53 4.42 -7.59
F 3.95 5.14 3.33
F 0.86 3.73 0.15
F 1.57 0.34 4.75
F -3.74 1.39 4.34
F 0.06 6.46 -1.03
O -6.39 1.37 -0.50
O -2.07 3.87 1.02
O -2.90 -2.66 -1.14
O -1.48 -1.64 0.29
O -0.83 1.98 1.19
O -0.35 -0.95 -1.94
N -1.41 -2.15 -3.51
N -2.39 0.66 -0.30
N 1.48 -1.78 0.12
N 1.74 1.04 0.23
N 0.14 -0.43 2.32
C -4.22 2.12 0.01
C -3.52 6.52 -1.06
C -1.50 3.93 -6.90
C 3.95 2.88 2.63
C -2.48 -1.69 -0.51
C 0.51 2.65 -6.84
C 3.42 4.15 2.60
C -1.36 4.20 -5.55
C -0.41 1.15 5.66
C -2.88 1.85 0.06
C 1.68 6.02 -3.31
C 0.62 2.94 -5.49
C 2.87 4.20 -2.39
C -0.58 3.13 -7.54
C 4.04 4.94 -2.41
C -4.56 -0.17 -0.69
C 1.31 -2.35 1.47
C 4.01 6.23 -2.89
C -2.21 6.87 -0.83
C 2.70 0.25 -0.55
C -0.44 -1.31 -3.11
C 1.80 3.37 1.02
C -2.43 1.13 4.43
C -1.85 2.70 0.80
C -1.44 4.93 -2.05
C 2.83 -1.18 -0.05
C -3.81 5.37 -1.77
C 2.34 4.39 1.77
C -1.77 0.53 3.40
C 1.66 4.73 -2.80
C 2.83 6.78 -3.36
C -5.07 1.10 -0.43
C 0.54 -0.88 -4.17
C 2.28 2.04 1.03
C -1.19 6.08 -1.31
C 1.30 -1.28 2.54
C -0.31 3.71 -4.80
C -2.77 4.59 -2.23
C -0.40 0.20 3.41
C -1.75 1.45 5.59
C 1.29 -2.86 -0.85
C 3.39 1.87 1.87
C 0.25 0.54 4.61
C -3.20 -0.35 -0.59
H 1.52 -2.51 -1.85
H 0.25 -3.20 -0.82
H 3.42 -1.76 -0.76
H 3.36 -1.20 0.90
H 1.23 -1.79 3.50
H -4.61 3.07 0.36
H 2.10 -3.09 1.68
H 1.42 -0.44 -3.71
H -6.87 0.59 -0.79
H 0.34 -2.85 1.49
H -2.11 -2.45 -2.83
H 0.81 -1.72 -4.82
H 2.33 0.23 -1.58
H 1.95 -3.71 -0.62
H 0.07 -0.10 -4.78
H -1.50 -2.39 -4.48
H 3.68 0.73 -0.57
H -5.20 -1.01 -0.92
H 2.23 -0.71 2.55

Results of the Mulliken charge analysis, in e, for atoms 1 through 99: atom 1 (Zr): -1.142, atom 2 (Ge): -0.297, atom 3 (S): 0.090, atom 4 (F): -0.324, atom 5 (F): -0.333, atom 6 (F): -0.343, atom 7 (F): -0.325, atom 8 (F): -0.239, atom 9 (F): -0.304, atom 10 (F): -0.455, atom 11 (F): -0.358, atom 12 (F): -0.339, atom 13 (F): -0.344, atom 14 (F): -0.358, atom 15 (F): -0.327, atom 16 (F): -0.369, atom 17 (F): -0.338, atom 18 (F): -0.618, atom 19 (F): -0.344, atom 20 (F): -0.404, atom 21 (F): -0.338, atom 22 (F): -0.331, atom 23 (F): -0.319, atom 24 (F): -0.365, atom 25 (F): 0.626, atom 26 (F): -0.363, atom 27 (F): -0.337, atom 28 (F): -0.393, atom 29 (O): -0.563, atom 30 (O): -0.762, atom 31 (O): -0.883, atom 32 (O): -0.431, atom 33 (O): -0.038, atom 34 (O): 0.552, atom 35 (N): -0.163, atom 36 (N): 1.500, atom 37 (N): 1.843, atom 38 (N): 1.526, atom 39 (N): 0.910, atom 40 (C): -0.583, atom 41 (C): 0.687, atom 42 (C): 0.064, atom 43 (C): 0.237, atom 44 (C): -0.214, atom 45 (C): 0.016, atom 46 (C): 0.509, atom 47 (C): 0.310, atom 48 (C): 0.024, atom 49 (C): 0.173, atom 50 (C): 0.825, atom 51 (C): -0.388, atom 52 (C): -0.358, atom 53 (C): 0.783, atom 54 (C): 0.200, atom 55 (C): -1.018, atom 56 (C): -2.002, atom 57 (C): 0.588, atom 58 (C): 0.350, atom 59 (C): -0.214, atom 60 (C): 0.408, atom 61 (C): -1.355, atom 62 (C): 0.164, atom 63 (C): -0.197, atom 64 (C): -0.111, atom 65 (C): -1.617, atom 66 (C): 0.322, atom 67 (C): -0.588, atom 68 (C): -0.319, atom 69 (C): 0.245, atom 70 (C): 0.263, atom 71 (C): 0.645, atom 72 (C): -1.670, atom 73 (C): 0.620, atom 74 (C): 0.458, atom 75 (C): -0.301, atom 76 (C): -0.099, atom 77 (C): 0.690, atom 78 (C): 0.529, atom 79 (C): 0.629, atom 80 (C): -1.934, atom 81 (C): 0.171, atom 82 (C): 0.359, atom 83 (C): 0.237, atom 84 (H): 0.516, atom 85 (H): 0.328, atom 86 (H): 0.474, atom 87 (H): 0.420, atom 88 (H): 0.689, atom 89 (H): 0.707, atom 90 (H): 0.489, atom 91 (H): 0.179, atom 92 (H): 0.315, atom 93 (H): 0.381, atom 94 (H): 0.220, atom 95 (H): 0.534, atom 96 (H): -0.243, atom 97 (H): 0.333, atom 98 (H): 0.380, atom 99 (H): 0.195

# 3
The following is a DFT calculation (ωB97M-V/def2-TZVPD) of an isolated molecule of C15H22BrN3O2.

## Properties
* orbital gap: 9.07 eV
* HOMO: -0.3095 Ha
* structure (SMILES): O=C(CCN1CCN(CCO)CC1)Nc1cccc(Br)c1
* F_max: 0.0103 hartree/bohr
* calculated total energy: -3473.5511 Ha

Atoms and positions in Å:
Br 1.89 3.67 -5.78
O -1.74 3.47 -2.20
O 0.04 -4.14 3.84
N -0.54 1.63 -1.55
N -1.10 0.58 0.91
N -0.05 -1.92 1.79
C 0.78 -0.73 1.74
C 0.52 1.61 -2.45
C 2.70 1.45 -4.19
C -1.92 -0.61 0.97
C -0.08 0.51 1.95
C -1.88 1.81 0.98
C 1.15 -3.55 3.20
C 1.73 2.42 -4.34
C 1.49 0.62 -2.28
C -1.05 -1.85 0.75
C -1.57 2.52 -1.47
C 0.64 2.52 -3.50
C 0.72 -3.15 1.78
C 2.57 0.55 -3.15
C -2.55 2.16 -0.35
H 1.98 -4.27 3.13
H 3.53 1.39 -4.87
H 3.31 -0.22 -3.01
H 1.49 -2.67 3.75
H 1.61 -3.07 1.14
H 0.26 -4.29 4.77
H -2.42 -0.70 1.95
H -2.65 1.75 1.76
H -1.20 2.63 1.25
H -0.51 0.95 -0.78
H 0.09 -3.95 1.41
H 1.39 -0.08 -1.47
H -0.10 3.29 -3.63
H -0.60 -1.80 -0.26
H 0.55 1.40 1.89
H 1.52 -0.79 2.54
H -3.21 3.02 -0.21
H 1.31 -0.65 0.78
H -0.54 0.46 2.95
H -1.68 -2.74 0.80
H -2.68 -0.57 0.19
H -3.16 1.33 -0.70

Want to see where the charge sits? The natural (NBO) charges in e are: atom 1 (Br): 0.047, atom 2 (O): -0.606, atom 3 (O): -0.721, atom 4 (N): -0.666, atom 5 (N): -0.472, atom 6 (N): -0.443, atom 7 (C): -0.223, atom 8 (C): 0.256, atom 9 (C): -0.277, atom 10 (C): -0.229, atom 11 (C): -0.222, atom 12 (C): -0.210, atom 13 (C): -0.060, atom 14 (C): -0.035, atom 15 (C): -0.267, atom 16 (C): -0.219, atom 17 (C): 0.685, atom 18 (C): -0.316, atom 19 (C): -0.233, atom 20 (C): -0.185, atom 21 (C): -0.505, atom 22 (H): 0.159, atom 23 (H): 0.227, atom 24 (H): 0.216, atom 25 (H): 0.159, atom 26 (H): 0.173, atom 27 (H): 0.471, atom 28 (H): 0.182, atom 29 (H): 0.187, atom 30 (H): 0.207, atom 31 (H): 0.435, atom 32 (H): 0.214, atom 33 (H): 0.202, atom 34 (H): 0.271, atom 35 (H): 0.163, atom 36 (H): 0.207, atom 37 (H): 0.207, atom 38 (H): 0.243, atom 39 (H): 0.161, atom 40 (H): 0.180, atom 41 (H): 0.213, atom 42 (H): 0.205, atom 43 (H): 0.222

# 4
The following is a DFT calculation (ωB97M-V/def2-TZVPD) of an isolated molecule of C2H6N4.

## Properties
* energy relative to the best compared isomer or geometry (same formula, charge and spin): 342.1 kJ/mol
* orbital gap: 8.98 eV
* HOMO: -0.2958 Ha
* F_max: 0.0726 hartree/bohr
* calculated total energy: -298.7186 Ha

Atoms and positions in Å:
N -1.70 -0.30 1.10
N 2.45 0.42 -0.57
N -1.47 -0.34 -1.27
N 0.39 -0.21 0.09
C 1.14 0.65 -0.64
C -1.00 -0.26 -0.10
H 0.57 0.80 0.70
H -2.66 -0.61 1.07
H -1.17 -0.25 1.96
H 3.07 0.88 -1.21
H 2.85 -0.18 0.15
H -2.46 -0.58 -1.28

Want to see where the charge sits? The natural (NBO) charges in e are: atom 1 (N): -0.845, atom 2 (N): -0.787, atom 3 (N): -0.704, atom 4 (N): -0.640, atom 5 (C): 0.158, atom 6 (C): 0.562, atom 7 (H): 0.358, atom 8 (H): 0.399, atom 9 (H): 0.397, atom 10 (H): 0.404, atom 11 (H): 0.366, atom 12 (H): 0.332

F_max of number 3 (C15H22BrN3O2)?
0.0103 hartree/bohr